No. 1
This record from the Open Molecules 2025 dataset describes a cluster of 2 separate species, C18H30BN3O8P2 in total. The level of theory is ωB97M-V/def2-TZVPD.

Calculated values
Energy relative to the best compared isomer or geometry (same formula, charge and spin): 12.543 eV
SMILES: [H]/N=C(/C)Cc1c([PH2]=N)c(B(O)OC)c(CCC)c2c1C(=O)NC2=O.COP(=O)(OC)OC
Spin multiplicity: 1
Charge: 0

Last column: Löwdin charge in e.
CARTESIAN COORDINATES (ANGSTROEM)
1 C -0.55 1.52 3.66  -0.1347
2 C 0.51 2.04 2.48  -0.2152
3 C 1.89 1.18 2.69  -0.1637
4 C 2.38 0.32 1.39  -0.0066
5 C 1.51 -0.87 0.63  0.0446
6 B 0.01 -1.29 1.14  -0.4965
7 O -0.10 -2.60 1.86  0.0404
8 O -1.23 -0.49 1.01  -0.0916
9 C -1.48 -0.06 -0.37  -0.1046
10 C 2.17 -1.69 -0.67  -0.1540
11 P 1.14 -3.07 -1.57  0.7365
12 N 0.86 -4.30 -0.51  -0.3342
13 C 3.71 -1.35 -1.23  -0.0631
14 C 4.43 -2.16 -2.48  -0.1299
15 C 5.30 -3.44 -1.87  -0.2842
16 C 6.81 -3.23 -1.19  -0.0787
17 N 4.83 -4.74 -1.86  0.0734
18 C 4.60 -0.18 -0.50  0.0258
19 C 3.89 0.61 0.78  0.0506
20 C 5.07 1.65 1.25  -0.2395
21 O 5.20 2.43 2.33  -0.0085
22 N 6.16 1.58 0.18  0.0577
23 C 6.12 0.37 -0.76  -0.2269
24 O 7.10 -0.05 -1.57  -0.0184
25 H -0.91 0.41 3.45  0.0805
26 H -1.42 2.27 3.85  0.0779
27 H 0.12 1.44 4.65  0.0830
28 H 0.03 1.83 1.42  0.1017
29 H 0.63 3.20 2.65  0.1122
30 H 2.73 1.93 3.01  0.1127
31 H 1.78 0.40 3.59  0.1370
32 H -0.99 -3.02 1.66  0.1166
33 H -0.57 -0.19 -1.10  0.0870
34 H -1.71 1.11 -0.32  0.1161
35 H -2.42 -0.55 -0.88  0.1084
36 H 1.87 -3.67 -2.67  -0.0073
37 H -0.17 -2.59 -2.00  0.0093
38 H 1.30 -5.17 -0.95  -0.0318
39 H 5.15 -1.39 -3.03  0.1235
40 H 3.63 -2.51 -3.26  0.0867
41 H 7.30 -4.24 -0.85  0.0837
42 H 6.75 -2.54 -0.23  0.0837
43 H 7.52 -2.68 -1.96  0.0814
44 H 3.88 -4.69 -2.34  0.0118
45 H 5.97 2.37 -0.49  0.1498
46 C -7.07 2.64 -2.95  -0.1182
47 O -6.09 2.44 -1.96  -0.2185
48 P -6.57 1.81 -0.56  0.4377
49 O -8.04 1.56 -0.43  -0.2462
50 O -5.96 2.84 0.52  -0.2239
51 C -6.51 4.14 0.54  -0.1124
52 O -5.63 0.51 -0.40  -0.2198
53 C -5.73 -0.19 0.82  -0.1131
54 H -7.77 3.42 -2.63  0.0903
55 H -6.59 2.96 -3.88  0.0908
56 H -7.62 1.71 -3.15  0.0912
57 H -7.60 4.10 0.53  0.0901
58 H -6.15 4.70 -0.32  0.0888
59 H -6.18 4.64 1.46  0.0919
60 H -6.76 -0.54 0.97  0.0904
61 H -5.42 0.44 1.65  0.0897
62 H -5.07 -1.06 0.77  0.0888

No. 2
This record from the Open Molecules 2025 dataset describes a structure of composition C18H30BrF2NNbO10. The level of theory is ωB97M-V/def2-TZVPD.

Calculated values
Spin multiplicity: 1
Charge: -1

Last column: Löwdin charge in e.
CARTESIAN COORDINATES (ANGSTROEM)
1 C 1.79 -4.38 5.89  -0.0083
2 C 0.92 -3.21 5.23  -0.4284
3 O 1.41 -2.05 5.17  0.0227
4 O -0.37 -3.46 4.67  -0.1139
5 C -1.35 -2.67 5.41  -0.1798
6 C -2.85 -2.81 4.81  -0.1678
7 C -2.93 -3.76 3.49  -0.1838
8 C -2.42 -2.82 2.25  -0.2397
9 C -2.77 -3.44 0.81  -0.2101
10 C -1.72 -4.54 0.26  -0.2299
11 C -0.19 -4.28 0.65  -0.3202
12 C 0.55 -3.14 -0.26  -0.4213
13 Nb 1.77 -1.63 0.94  1.1685
14 Br -0.25 0.05 1.23  0.0057
15 N 2.32 -0.68 -0.93  -0.1236
16 C 3.72 -0.24 -0.98  -0.4244
17 O 4.32 -0.30 -2.09  0.0668
18 F 4.43 0.29 0.15  -0.0186
19 C 1.41 0.39 -1.33  -0.5223
20 O 1.72 1.59 -1.08  0.0129
21 F 0.21 0.10 -2.04  0.0020
22 H 1.63 -5.40 5.39  0.0834
23 H 1.64 -4.41 7.03  0.0913
24 H 2.91 -4.12 5.73  0.0949
25 H -1.36 -3.03 6.50  0.1234
26 H -1.07 -1.55 5.41  0.1356
27 H -3.56 -3.20 5.63  0.0996
28 H -3.18 -1.74 4.54  0.1090
29 H -2.32 -4.73 3.59  0.1107
30 H -4.05 -3.94 3.31  0.1072
31 H -3.06 -1.86 2.35  0.1054
32 H -1.34 -2.50 2.40  0.0464
33 H -3.78 -3.99 0.93  0.1012
34 H -2.97 -2.57 0.10  0.1020
35 H -2.07 -5.61 0.50  0.1018
36 H -1.77 -4.48 -0.90  0.1038
37 H 0.37 -5.27 0.42  0.0973
38 H -0.03 -4.11 1.77  0.0410
39 H 1.30 -3.69 -0.96  0.0331
40 H -0.20 -2.60 -0.95  0.0323
41 H 2.78 -0.50 1.95  -0.1394
42 H 1.35 -2.54 2.46  -0.1085
43 H 3.27 -2.69 0.80  -0.1039
44 C -0.23 3.25 -2.96  -0.1285
45 C 1.06 3.59 -3.65  -0.1254
46 O 0.68 3.60 -5.03  0.0560
47 C -0.65 3.85 -5.08  -0.5752
48 O -1.26 4.09 -6.09  0.1296
49 O -1.21 3.78 -3.84  0.0597
50 H -0.30 3.70 -1.97  0.1412
51 H -0.38 2.17 -2.87  0.1151
52 H 1.43 4.57 -3.38  0.1307
53 H 1.84 2.84 -3.47  0.1308
54 C 0.39 7.04 -5.17  -0.1340
55 C -0.37 8.26 -5.60  -0.1266
56 O 0.34 9.32 -4.97  0.0603
57 C 1.61 8.87 -4.74  -0.5462
58 O 2.51 9.56 -4.37  0.1506
59 O 1.71 7.53 -4.98  0.0685
60 H 0.37 6.25 -5.92  0.1304
61 H 0.02 6.63 -4.22  0.1355
62 H -0.34 8.41 -6.68  0.1361
63 H -1.41 8.24 -5.27  0.1375

Summary of E_HOMO in Ha
-0.3173, -0.1959
(order as listed above)
Summary of largest force on an atom in eV/A
8.9, 5.8
(order as listed above)
Summary of HOMO-LUMO gap in eV
6.54, 6.65
(order as listed above)